A.
The following is a quantum chemistry calculation of an isolated ion of composition CH2O3PS2 and charge -1, from the OMol25 dataset.

Each line ends with the natural charge from an NBO analysis.
Element x y z (Å)
O1 -1.49822 -0.45351 1.01655  -0.975
S1 -0.17045 -1.06599 1.04379  2.275
O2 0.65800 -0.58209 2.11884  -0.964
O3 -0.19497 -2.47555 0.72417  -0.977
P1 0.76494 -0.28724 -1.23077  0.132
C1 0.41457 1.37059 -0.64828  -0.583
S2 -0.53921 2.54453 -1.34740  -0.103
H1 -0.51157 -0.84783 -1.71415  0.002
H2 1.07692 1.79709 0.03725  0.194

Calculated values
2S+1 = 1
Frontier orbital gap = 7.6 eV
Total charge = -1

---

B.
The following is a quantum chemistry calculation of CH2O3PS2 as an isolated structure, from the OMol25 dataset.

Each line ends with the natural charge from an NBO analysis.
Element x y z (Å)
C1 0.56206 -0.49445 -0.15283  -0.612
O1 -0.52603 1.83041 -2.26274  -0.908
O2 1.43489 2.46411 -1.00102  -0.944
O3 -0.64981 3.47096 -0.33655  -0.927
P1 -0.52637 0.39733 0.84135  0.140
S1 0.23981 -1.85827 -1.13083  -0.220
S2 -0.00473 2.37861 -1.06260  2.337
H1 1.45151 -0.02989 -0.28601  0.184
H2 -1.61732 -0.40140 0.70467  -0.051

Calculated values
2S+1 = 1
Frontier orbital gap (spin up / spin down) = 7.0 / 7.0 eV
Total charge = -1

---

Which of them is most stable, and which least? Most stable: A; least stable: B.